Record 1
The following is a DFT calculation (ωB97M-V/def2-TZVPD) of a single C13H28B2N4O2S molecule.

```
50
Properties=species:S:1:pos:R:3:forces:R:3:lowdin_charge:R:1
C -1.72239 3.84473 1.94906 0.0 -0.1 -0.1 -0.073
C -1.37271 3.40105 0.51769 -0.1 0.4 -0.7 -0.252
N -2.12894 2.21353 0.06395 0.2 -0.8 1.1 0.061
B -1.42042 0.94965 0.13771 0.0 0.0 -0.3 -0.277
C -0.19443 0.69134 -0.82772 0.0 0.3 0.0 -0.122
C 0.00251 1.67921 -1.99368 0.5 -0.3 0.1 -0.217
C 0.41290 1.00885 -3.30963 -0.1 -0.1 0.2 -0.207
C 1.79905 0.33463 -3.27538 0.0 0.0 -0.2 -0.194
C 1.81450 -1.20438 -3.16464 0.3 -0.1 -0.2 -0.209
C 2.92895 -1.77402 -2.27223 -0.3 0.1 0.2 -0.256
C 2.58697 -1.84269 -0.76998 -0.2 -0.2 -0.1 -0.444
S 3.54135 -0.59991 0.15622 0.0 0.1 0.1 0.969
C 3.19132 -1.16353 1.76763 0.1 -0.1 0.1 -0.695
N 3.78118 -2.09718 2.43541 -0.2 0.2 -0.1 0.061
N 3.11386 -2.20295 3.64895 -0.4 0.3 -0.1 0.057
C 2.17614 -1.31563 3.60932 0.3 -0.5 0.4 -0.195
O 2.15187 -0.61269 2.47075 0.0 0.1 -0.2 0.018
B -1.85966 -0.24281 1.28530 -0.2 -0.1 -0.4 -0.464
O -1.19662 -0.30041 2.49736 -0.1 0.2 0.0 0.138
N -2.91506 -1.24441 1.04567 0.3 -0.1 0.7 -0.135
C -2.25734 -2.50273 0.66805 -0.1 0.1 -0.3 -0.092
C -3.83447 -1.43447 2.18442 0.0 0.1 -0.1 -0.081
H -2.28437 3.06491 2.47000 0.1 0.0 0.0 0.072
H -2.33467 4.74726 1.94182 0.0 -0.1 0.1 0.070
H -0.82362 4.04836 2.53437 -0.1 0.1 0.0 0.071
H -0.30098 3.20065 0.43999 -0.1 -0.1 0.0 0.106
H -1.56539 4.23035 -0.17188 0.0 0.0 0.1 0.107
H -2.98668 2.14076 0.59882 -0.1 0.3 -0.1 0.099
H -0.35701 -0.32445 -1.22095 0.1 0.0 0.0 0.092
H 0.72747 0.62411 -0.23252 0.0 -0.2 0.0 0.092
H 0.82825 2.35115 -1.72602 -0.3 0.2 0.0 0.111
H -0.90216 2.27256 -2.13950 0.1 0.0 0.0 0.101
H 0.40413 1.77091 -4.09259 0.0 -0.1 0.0 0.103
H -0.35000 0.26366 -3.56978 0.1 0.1 -0.1 0.112
H 2.30439 0.58307 -4.21320 0.1 0.0 0.1 0.106
H 2.41366 0.77998 -2.48355 -0.1 0.0 0.1 0.100
H 1.99443 -1.60683 -4.16731 -0.2 0.0 0.0 0.107
H 0.84012 -1.60229 -2.86320 0.1 0.1 0.1 0.102
H 3.83037 -1.16764 -2.40699 0.1 -0.2 -0.1 0.094
H 3.16267 -2.79049 -2.59449 0.1 0.1 0.0 0.107
H 1.52035 -1.68153 -0.60175 0.1 0.1 0.0 0.062
H 2.83967 -2.81994 -0.35632 0.1 0.1 0.0 0.081
H 1.44093 -1.11314 4.37316 0.0 0.1 -0.1 0.135
H -0.52423 0.38649 2.54582 0.1 0.0 0.1 0.086
H -1.45852 -2.30320 -0.05619 -0.1 0.0 0.0 0.077
H -1.79950 -3.01328 1.52608 0.0 0.0 0.0 0.091
H -2.97399 -3.17511 0.18790 0.1 0.0 0.1 0.088
H -4.82484 -1.04497 1.93339 0.0 -0.1 0.0 0.078
H -3.49219 -0.91383 3.08419 0.0 -0.1 0.0 0.077
H -3.92685 -2.49271 2.43646 -0.1 0.0 0.0 0.081
```
Forces are in eV/Å.

Results
- HOMO energy: -8.295 eV
- LUMO: 0.408 eV
- ΔE to the lowest compared entry with this formula, charge and spin: 0.0 kcal/mol
- Total energy: -36178.9617 eV
- Molecular weight: 326.08 Da

=====

Record 2
The following is a DFT calculation (ωB97M-V/def2-TZVPD) of a single C6H5ClFNO2S molecule.

```
17
Properties=species:S:1:pos:R:3:forces:R:3:lowdin_charge:R:1
C -0.70490 -1.31261 1.24707 0.0 0.1 -0.3 -0.009
C -0.32674 -0.12990 1.76789 -0.4 -0.6 -0.8 -0.064
C -0.85653 -1.75940 -0.15285 0.3 0.3 0.4 -0.348
C -0.45952 -1.05948 -1.16247 0.5 3.1 -1.0 -0.465
C 0.06977 1.14730 1.08697 0.0 -0.7 -0.3 -0.181
C 0.19829 1.07282 -0.39361 -0.4 -2.4 0.6 -0.660
N 1.41162 0.45883 -0.79327 0.7 -0.9 0.4 -0.439
O 1.70615 0.62847 -1.97371 1.5 -0.1 -1.2 -0.073
O 2.06879 -0.21273 0.00928 -0.2 1.0 -0.8 0.068
F -1.42943 -2.97563 -0.33182 0.1 0.2 0.5 0.058
S -0.55004 2.07331 -1.50690 1.2 0.7 -1.6 0.823
Cl -0.61876 -0.90348 -2.82306 -0.1 -0.6 0.8 0.767
H -1.02277 -2.19178 1.76136 -0.1 0.0 1.6 0.106
H -0.37542 0.17382 2.79266 -0.1 -1.2 0.9 0.105
H -0.76639 1.78780 1.25539 -0.5 0.9 0.4 0.102
H 0.97717 1.53672 1.63512 -0.8 -0.2 -1.0 0.157
H 0.67872 1.66593 -2.41804 -1.6 0.3 1.5 0.053
```
Forces are in eV/Å.

Results
- HOMO energy: -8.781 eV
- LUMO: -1.172 eV
- ΔE to the lowest compared entry with this formula, charge and spin: 137.9 kcal/mol
- Total energy: -37955.4346 eV
- Molecular weight: 209.63 Da

=====

Record 3
The following is a DFT calculation (ωB97M-V/def2-TZVPD) of 2 unconnected molecules or ions with the total composition C2H6N2O2.

```
12
Properties=species:S:1:pos:R:3:forces:R:3:lowdin_charge:R:1
O -3.79293 -0.44983 -0.48220 -2.7 -1.4 -1.5 -0.077
N -2.88274 0.00483 0.17023 5.0 2.5 3.4 -0.184
C -1.59055 -0.22594 0.15894 -1.6 0.3 0.4 -0.251
C -0.28731 0.11451 0.59770 -0.5 0.6 1.9 -0.076
O -0.55947 -0.98237 -0.25830 -0.7 -1.0 -1.9 0.089
H -2.99107 0.76762 1.00039 -0.5 -1.5 -2.2 0.225
H 0.18847 0.97493 0.20277 0.7 0.4 -0.5 0.093
H -0.01488 -0.20006 1.59005 0.4 0.1 0.3 0.114
N 2.75002 0.02834 -0.61611 -0.7 -0.2 -0.5 0.028
H 2.98776 -0.94909 -0.72049 0.0 0.0 0.0 0.017
H 3.47189 0.47768 -0.09679 0.6 0.3 0.3 -0.001
H 2.72082 0.43938 -1.54619 0.1 -0.1 0.2 0.021
```
Forces are in eV/Å.

Results
- HOMO energy (spin up / spin down): -8.180 / -8.179 eV
- LUMO (spin up / spin down): 0.693 / 0.693 eV
- ΔE to the lowest compared entry with this formula, charge and spin: 134.8 kcal/mol
- Total energy: -9241.4718 eV
- Molecular weight: 90.08 Da